{"formula": "C6HF5O2", "method": "ωB97M-V/def2-TZVPD", "total_charge": 0, "homo_energy_ev": -9.782, "smiles": "O=C(F)/C(F)=C(/F)[C@]1(F)C(O)=C1F", "homo_lumo_gap_ev": 9.24, "symbols": ["O", "C", "F", "C", "F", "C", "F", "C", "F", "C", "O", "C", "F", "H"], "positions_angstrom": [[-1.02438, -1.59179, 0.74290], [-0.36456, -1.97717, -0.21206], [-0.22197, -3.33939, -0.44325], [0.44632, -1.21985, -1.10788], [1.06575, -1.90698, -2.01056], [0.53737, 0.14148, -1.15748], [1.25446, 0.60036, -2.16222], [0.03412, 1.26542, -0.32422], [0.29171, 2.53604, -0.72244], [0.04086, 1.02938, 1.14881], [0.91581, 1.22685, 2.14029], [-1.18009, 1.05791, 0.60204], [-2.43031, 0.60367, 0.47362], [0.63492, 1.57406, 3.03244]], "forces_ev_per_a": [[1.6, -1.4, -2.7], [-1.6, -1.0, 3.7], [-0.3, 1.5, 0.1], [-0.9, 2.4, 0.7], [1.2, -0.9, -1.6], [0.3, 0.0, -0.5], [0.5, 0.1, -0.7], [-1.6, -1.5, 2.9], [0.2, 0.0, -1.2], [-2.5, 1.9, 0.5], [0.3, -0.2, 0.6], [2.4, -1.2, -0.7], [1.0, 1.1, 0.5], [-0.4, -0.8, -1.7]], "lowdin_charge": [0.141, -0.325, 0.088, -0.174, 0.152, -0.067, 0.148, -0.249, 0.094, -0.148, 0.109, -0.051, 0.116, 0.164]}

***

{"formula": "C6N3PdS3Se", "method": "ωB97M-V/def2-TZVPD", "multiplicity": 2, "total_charge": -2, "homo_energy_ev": [-0.889, -1.226], "homo_lumo_gap_ev": [5.62, 5.88], "relative_energy_kcal_mol": 14.15, "symbols": ["Pd", "S", "C", "C", "N", "C", "S", "C", "N", "S", "C", "Se", "C", "N"], "positions_angstrom": [[-0.73161, -0.72445, -0.71992], [1.20743, -1.06106, 0.71573], [1.51488, 0.56162, 1.21043], [2.74029, 0.78040, 1.95472], [3.72503, 0.92409, 2.53722], [0.69975, 1.63412, 0.95783], [-0.79290, 1.56992, 0.09689], [1.10053, 2.94014, 1.44450], [1.40484, 3.99107, 1.80872], [0.01598, -0.91606, -3.96042], [-0.56757, -1.02111, -2.52126], [-2.79004, -2.10653, 0.08195], [-3.51714, -2.99675, -1.36513], [-4.00946, -3.57541, -2.24126]], "forces_ev_per_a": [[0.1, 0.1, -0.1], [0.1, -0.1, 0.0], [0.4, 0.1, 0.3], [-0.4, -0.1, -0.3], [0.0, 0.0, 0.0], [0.1, 0.5, 0.2], [-0.1, 0.1, 0.0], [-0.1, -0.4, -0.2], [0.0, 0.1, 0.0], [0.0, -0.1, -0.4], [0.0, 0.1, 0.3], [-0.4, -0.3, -0.1], [0.2, 0.2, 0.2], [0.0, 0.0, 0.0]], "lowdin_charge": [0.109, 0.493, -0.820, -0.327, 0.103, -0.820, 0.492, -0.327, 0.103, 0.535, -0.937, 0.377, -0.934, -0.046]}

***

In g mol⁻¹, the M values for the records above are, in order, 200.06; 395.67.